Entry 1:
This record from the OMol25 dataset describes a structure of composition C25H30BBrNO4Si2Tl. The level of theory is wB97M-V/def2-TZVPD.

Atoms and positions in Å:
Tl -0.8222 -0.4602 -0.1889
C -4.4312 0.3224 0.3669
Si -3.2118 1.7220 0.1061
C -3.9727 3.3344 0.6854
C -2.8756 1.9232 -1.7338
C -1.5732 1.3363 0.9640
C -0.5059 2.2530 0.4618
C -0.3181 3.5615 0.9180
C 0.6870 4.3311 0.3667
C 1.4935 3.7985 -0.6343
C 1.2555 2.5002 -1.0339
N 0.2869 1.7549 -0.4986
Si -1.5201 0.9885 2.8359
C 0.2251 1.1317 3.4739
C -2.2490 -0.7111 3.1400
C -2.5514 2.2425 3.7867
H -5.2775 0.4350 -0.3145
H -4.8262 0.3112 1.3845
H -3.9842 -0.6566 0.1764
H -4.8889 3.5277 0.1214
H -3.2964 4.1747 0.5114
H -4.2310 3.3232 1.7430
H -3.8094 2.0764 -2.2790
H -2.3824 1.0502 -2.1696
H -2.2344 2.7878 -1.9210
H -0.9578 3.9522 1.6980
H 0.8483 5.3436 0.7141
H 2.2888 4.3736 -1.0860
H 1.8551 2.0276 -1.8029
H 0.8443 0.3112 3.1165
H 0.2238 1.0973 4.5659
H 0.6875 2.0739 3.1701
H -1.8690 -1.4462 2.4270
H -3.3390 -0.7009 3.0793
H -1.9723 -1.0692 4.1338
H -2.1657 3.2589 3.6777
H -2.5106 1.9953 4.8510
H -3.6010 2.2438 3.4929
O -1.0621 -3.0170 -2.3822
B -0.3655 -1.9878 -1.7992
O 0.9397 -1.9205 -2.2412
C 1.0707 -2.9803 -3.1188
C 2.1829 -3.3848 -3.8181
C 2.0224 -4.5027 -4.6335
C 0.8021 -5.1657 -4.7274
C -0.3145 -4.7459 -4.0081
C -0.1406 -3.6431 -3.2058
H 3.1263 -2.8648 -3.7273
H 2.8677 -4.8663 -5.2017
H 0.7171 -6.0304 -5.3714
H -1.2648 -5.2570 -4.0696
Br 7.0505 -1.0707 -1.5077
C 5.4366 -1.2519 -0.5237
C 5.4497 -1.9231 0.6881
C 4.2642 -2.0546 1.3942
C 3.0775 -1.5253 0.8992
C 3.0937 -0.8557 -0.3161
C 4.2701 -0.7125 -1.0371
C 1.8061 -1.7035 1.7060
O 1.8706 -2.2498 2.7945
O 0.7172 -1.2554 1.1755
H 6.3726 -2.3331 1.0740
H 4.2364 -2.5731 2.3430
H 2.1724 -0.4488 -0.7042
H 4.2823 -0.1956 -1.9874

Computed properties:
Orbital gap, eV: 8.95
F_max, Eh/bohr: 0.015
Calculated total energy, eV: -127263.918
Charge: 0
HOMO, eV: -8.8

=====

Entry 2:
This record from the OMol25 dataset describes the molecule CH3N3O2 in a non-equilibrium geometry. The level of theory is wB97M-V/def2-TZVPD.

Atoms and positions in Å:
C -0.8083 1.0164 -0.0211
N -1.2097 0.6003 1.0923
O -0.7169 -0.4820 1.7411
N 0.2975 -1.1233 0.9493
O 1.2072 -0.1326 0.5473
N 0.6691 0.4259 -0.5901
H -0.9441 1.8870 -0.5511
H 0.7762 -1.7010 1.6129
H 0.5959 -0.3215 -1.1756

Computed properties:
Orbital gap, eV: 10.80
F_max, Eh/bohr: 0.133
Energy relative to the best compared isomer or geometry (same formula, charge and spin), kJ/mol: 781.1
Calculated total energy, eV: -9643.335
Charge: 0
HOMO, eV: -9.7

=====

Entry 3:
This record from the OMol25 dataset describes a structure of composition C9H24FO3 in a non-equilibrium geometry. The level of theory is wB97M-V/def2-TZVPD.

Atoms and positions in Å:
F -8.3139 3.3624 1.8770
C -8.7068 3.7944 -0.6426
C -8.4248 2.2667 -0.5507
C -7.3499 1.8836 -1.6073
O -7.8282 1.9637 0.7434
H -9.1297 4.0208 -1.6213
H -7.7331 4.2812 -0.5866
H -9.3451 4.3126 0.0730
H -9.2814 1.6090 -0.6978
H -6.3440 2.0082 -1.2064
H -7.4187 2.5093 -2.4972
H -7.4902 0.8722 -1.9888
H -8.2315 2.5884 1.3504
C -11.8046 2.3816 3.6724
C -10.7710 2.1875 2.5544
C -10.8434 3.0337 1.3180
O -9.4648 2.4345 3.1322
H -11.6760 1.6608 4.4798
H -12.8108 2.4123 3.2544
H -11.7798 3.3702 4.1309
H -10.9158 1.1365 2.3041
H -11.6913 2.9987 0.6340
H -10.0931 2.6745 0.6137
H -10.6354 4.0958 1.4475
H -8.8638 2.5924 2.4004
C -6.1330 4.8712 0.9663
C -7.2708 5.8331 0.8430
C -7.3902 6.4089 -0.6040
O -8.4712 5.1950 1.2035
H -6.0314 4.2777 0.0578
H -6.1149 4.1757 1.8055
H -5.1592 5.3456 1.0874
H -7.1292 6.7332 1.4412
H -7.0223 5.7576 -1.3968
H -6.7820 7.2933 -0.7939
H -8.4483 6.5944 -0.7887
H -8.2285 4.4020 1.6871

Computed properties:
Orbital gap, eV: 8.36
F_max, Eh/bohr: 0.226
Energy relative to the best compared isomer or geometry (same formula, charge and spin), kJ/mol: 980.3
Calculated total energy, eV: -18574.526
Charge: -1
HOMO, eV: -4.7

=====

Entry 4:
This record from the OMol25 dataset describes the molecule C3H3NO2 in a non-equilibrium geometry. The level of theory is wB97M-V/def2-TZVPD.

Atoms and positions in Å:
O 1.9149 -0.1342 0.3494
C 0.7643 -0.0323 -0.3097
C -0.0223 1.1311 -0.2466
O -1.2542 1.1305 -0.0267
C -1.4550 -0.9952 0.2739
N -0.3386 -1.3701 0.2341
H 2.4342 -0.8448 -0.0451
H 0.4802 2.0706 -0.5730
H -2.5235 -0.9556 0.3438

Computed properties:
Orbital gap, eV: 8.66
F_max, Eh/bohr: 0.029
Energy relative to the best compared isomer or geometry (same formula, charge and spin), kJ/mol: 452.6
Calculated total energy, eV: -8740.440
Charge: 0
HOMO, eV: -8.2